No. 1
Computed, not measured: a molecular structure, C42H61IIrN3OSSb2Si in a non-equilibrium geometry, with ωB97M-V/def2-TZVPD.

The calculation puts the HOMO-LUMO gap (alpha / beta) at 5.354 / 6.930 eV. The spin multiplicity is 5. Its charge is +2. The calculation puts the lowest unoccupied orbital energy (alpha / beta) at -4.915 / -5.865 eV. For the HOMO energy (alpha / beta), the calculation gives -10.27 / -12.80 eV. The energy comes out at -93770.384 eV.

Element x y z (Å)
Ir (1.02434, -4.13945, 25.79849)
C (-1.63188, -2.09426, 22.74162)
C (-2.86421, -2.72100, 23.46474)
C (-3.84696, -3.29465, 22.53480)
Sb (-2.08546, 0.33656, 25.84172)
C (-0.59612, 1.77797, 25.74059)
C (-0.98725, 3.04469, 25.28508)
C (-0.07194, 4.09343, 25.25601)
C (1.25359, 3.83479, 25.54702)
C (1.68813, 2.54932, 25.89138)
C (0.72001, 1.55195, 26.01179)
C (-3.81857, 1.47968, 26.02823)
C (-4.93044, 1.28314, 25.18600)
C (-6.06795, 1.96681, 25.48510)
C (-6.10671, 2.92287, 26.56463)
C (-5.02405, 3.04913, 27.38693)
C (-3.90673, 2.27050, 27.17830)
Sb (-1.59205, -0.06634, 23.10295)
C (-3.20356, 0.49323, 21.85612)
C (-4.44322, -0.17150, 21.92701)
C (-5.39573, 0.06838, 20.95290)
C (-5.10107, 0.94023, 19.87541)
C (-3.90858, 1.64979, 19.84560)
C (-3.01623, 1.41218, 20.83701)
C (0.11911, 0.84732, 22.10887)
C (0.77616, -0.06528, 21.25675)
C (1.80969, 0.35382, 20.42992)
C (2.28407, 1.66449, 20.54379)
C (1.73065, 2.52328, 21.50866)
C (0.69901, 2.08408, 22.32672)
H (-1.73537, -2.36085, 21.69493)
H (-0.72364, -2.55928, 23.11093)
H (-3.34476, -1.90070, 24.11138)
H (-2.52256, -3.42649, 24.22947)
H (-4.83315, -3.65269, 22.85454)
H (-3.67137, -3.30118, 21.47326)
H (-2.03208, 3.23377, 24.99177)
H (-0.39782, 5.12277, 25.09406)
H (1.99402, 4.62774, 25.57380)
H (2.73197, 2.32338, 26.07936)
H (1.04948, 0.55256, 26.27372)
H (-4.81378, 0.65185, 24.32043)
H (-7.01825, 1.86455, 24.92568)
H (-6.97935, 3.49454, 26.66667)
H (-5.06279, 3.77044, 28.17338)
H (-3.02231, 2.43764, 27.81395)
H (-4.70464, -0.82734, 22.73608)
H (-6.37117, -0.32966, 21.01639)
H (-5.86283, 1.14184, 19.15751)
H (-3.70783, 2.28872, 19.00752)
H (-2.01315, 1.85485, 20.70220)
H (0.34859, -1.05056, 21.24575)
H (2.25652, -0.34093, 19.63987)
H (3.05830, 2.01365, 19.86199)
H (2.03773, 3.53604, 21.64150)
H (0.28761, 2.72219, 23.08844)
N (-0.28241, -6.80105, 29.13315)
C (0.13500, -5.81888, 28.32568)
O (0.27352, -5.95269, 27.13031)
C (0.53887, -4.53529, 29.02903)
I (-0.03246, -2.90062, 27.81880)
H (-0.70994, -7.67500, 28.79337)
H (-0.53894, -6.54538, 30.08519)
H (1.61993, -4.53373, 28.95032)
H (0.20360, -4.44015, 30.05165)
C (3.33070, -1.70356, 27.95235)
Si (3.63008, -2.03137, 26.10755)
C (4.94747, -3.37618, 25.97465)
C (4.44823, -0.47772, 25.44439)
C (2.03101, -2.42345, 25.20872)
H (4.18436, -1.18289, 28.38516)
H (3.28212, -2.68214, 28.46314)
H (2.46214, -1.06886, 28.18606)
H (5.91202, -2.96569, 26.24566)
H (5.01009, -3.78002, 24.92136)
H (4.79296, -4.18287, 26.70388)
H (5.27650, -0.18370, 26.13445)
H (3.79093, 0.37504, 25.35233)
H (4.92282, -0.55005, 24.46761)
H (2.32819, -2.42578, 24.11626)
H (1.46580, -1.48311, 25.42775)
C (6.11472, -9.38031, 24.37904)
C (6.48123, -8.17532, 23.51161)
C (5.24855, -7.46486, 22.96520)
C (4.44527, -6.75354, 24.06657)
N (3.24612, -7.40452, 24.43603)
C (2.00731, -7.00456, 24.22665)
S (1.67533, -5.31019, 23.91541)
N (1.01007, -7.87287, 24.21774)
C (-0.45607, -7.58352, 24.26067)
C (-1.07587, -7.14418, 22.94175)
C (-0.81643, -8.06088, 21.74497)
C (-1.94032, -9.09963, 21.52653)
H (6.93037, -9.78697, 24.99179)
H (5.80085, -10.20357, 23.66137)
H (5.29171, -9.18452, 24.99707)
H (7.12331, -8.51711, 22.66783)
H (7.14252, -7.45827, 24.02631)
H (4.67947, -8.15599, 22.35236)
H (5.56656, -6.70373, 22.17481)
H (4.23935, -5.78236, 23.71784)
H (5.11263, -6.70680, 24.90911)
H (3.34455, -8.35141, 24.73006)
H (1.25118, -8.87049, 24.39317)
H (-0.69279, -6.86218, 25.07149)
H (-0.91284, -8.52583, 24.60551)
H (-0.63325, -6.16704, 22.70134)
H (-2.16357, -7.04952, 23.07895)
H (0.09287, -8.63427, 21.89868)
H (-0.72978, -7.51947, 20.82062)
H (-2.22574, -9.52705, 22.50359)
H (-1.63609, -9.84246, 20.83709)
H (-2.83546, -8.65539, 21.10978)


No. 2
Computed, not measured: a molecular structure, C42H61N10O2 in a non-equilibrium geometry, with ωB97M-V/def2-TZVPD.

The calculation puts the HOMO-LUMO gap at 8.519 eV. Its charge is +1. The calculation puts the lowest unoccupied orbital energy at -1.598 eV. For the HOMO energy, the calculation gives -10.12 eV. The energy comes out at -63515.044 eV.

Element x y z (Å)
C (-3.04656, 0.96643, 2.44818)
O (-2.33056, 0.01043, 1.68618)
C (-1.67556, 0.74843, 0.57918)
C (-0.60556, -0.22357, 0.05918)
N (0.11444, 0.36943, -1.02482)
H (-0.32956, 0.80843, -1.90982)
H (0.67544, 1.21743, -0.70382)
C (1.17444, -0.39057, -1.74282)
C (2.19144, -1.11557, -0.98282)
O (2.69744, -2.13957, -1.77482)
C (3.54444, -2.99957, -0.96582)
H (-2.34256, 1.52643, 2.86718)
H (-3.61656, 0.56443, 3.16918)
H (-3.83156, 1.36143, 1.99118)
H (-1.03056, 1.75743, 0.81918)
H (-2.41756, 0.87643, -0.16282)
H (-1.10556, -1.11057, -0.06282)
H (0.09944, -0.46057, 0.74618)
H (1.49744, 0.29643, -2.39382)
H (0.55744, -1.13357, -2.12982)
H (1.90144, -1.52157, -0.12382)
H (2.99444, -0.47457, -0.59982)
H (4.26544, -3.85757, -1.66482)
H (3.15044, -3.73857, -0.20182)
H (4.38444, -2.50057, -0.34482)
N (-5.84356, -0.76657, 1.76118)
C (-4.81256, -1.66257, 1.27118)
C (-4.81656, -1.38257, -0.08882)
C (-5.86256, -0.38157, -0.42782)
C (-6.25556, 0.01443, 0.78218)
H (-6.29256, -0.62257, 2.70018)
H (-4.37056, -2.42057, 1.85118)
H (-4.05756, -2.04657, -0.72082)
H (-6.25156, -0.01757, -1.41682)
H (-7.12356, 1.04943, 0.98718)
N (6.34544, -2.04057, -4.76882)
C (5.58244, -3.13057, -4.48182)
C (5.99644, -3.84957, -3.42982)
C (6.97544, -2.91557, -2.81682)
C (7.32944, -1.96357, -3.72182)
H (6.59244, -1.53357, -5.65582)
H (4.61444, -3.34457, -5.29782)
H (5.71844, -4.75757, -2.95882)
H (7.63844, -2.83957, -1.88182)
H (7.84744, -1.16857, -3.62182)
N (-1.83956, 5.98843, -0.61782)
C (-1.03756, 6.48543, 0.33718)
C (-1.25156, 5.69843, 1.51218)
C (-2.23956, 4.69743, 1.19018)
C (-2.62156, 4.88943, -0.12382)
H (-1.70056, 6.27843, -1.62582)
H (-0.45256, 7.34143, 0.11018)
H (-0.66656, 5.85043, 2.49518)
H (-2.63756, 3.98043, 2.13718)
H (-3.03056, 4.29543, -0.67182)
N (-2.40756, -5.21157, -0.71782)
C (-2.68456, -4.61957, 0.52218)
C (-1.54356, -4.06957, 0.98018)
C (-0.45756, -4.52357, 0.03118)
C (-1.08956, -5.17257, -1.04082)
H (-2.97156, -5.75057, -1.17382)
H (-3.69256, -4.39657, 0.76318)
H (-1.37756, -3.43457, 1.86918)
H (0.45444, -4.17657, -0.05882)
H (-0.76356, -5.89157, -2.02982)
N (0.64944, 3.99743, -0.36482)
C (1.49044, 3.48843, 0.50518)
C (2.46944, 2.81343, -0.15382)
C (2.01344, 3.00443, -1.64082)
C (0.97344, 3.79343, -1.68782)
H (-0.17956, 4.49943, -0.30282)
H (1.17544, 3.61843, 1.55218)
H (3.14544, 2.10543, 0.18618)
H (2.49244, 2.84743, -2.62682)
H (0.29044, 4.11143, -2.46082)
N (-1.85256, -0.02157, -3.89782)
C (-0.68356, 0.50743, -4.32182)
C (-0.67556, 1.80243, -4.08282)
C (-1.94756, 1.99643, -3.23682)
C (-2.70956, 0.91143, -3.27182)
H (-2.20756, -1.00957, -3.99182)
H (0.03044, -0.23457, -4.90082)
H (0.03744, 2.55543, -4.40482)
H (-2.31056, 3.03443, -3.04382)
H (-3.75856, 0.65743, -2.88782)
N (-7.94756, -0.24857, 4.31918)
C (-6.64956, 0.26043, 4.50518)
C (-5.86456, -0.70457, 4.92118)
C (-6.73356, -1.95757, 4.90218)
C (-7.99556, -1.62457, 4.56118)
H (-8.83456, 0.23143, 4.04118)
H (-6.31356, 1.18943, 4.48918)
H (-4.87956, -0.69657, 5.24818)
H (-6.29656, -2.93257, 5.16518)
H (-9.02056, -2.15357, 4.51418)
N (3.77144, -0.35657, 2.42018)
C (3.51144, -1.71557, 2.51418)
C (2.26344, -1.83557, 2.93318)
C (1.74444, -0.46157, 3.15918)
C (2.74644, 0.42243, 2.79418)
H (4.58144, 0.02543, 2.10018)
H (4.39744, -2.42657, 2.20318)
H (1.69244, -2.68457, 3.11018)
H (0.84144, -0.20857, 3.34918)
H (2.88044, 1.34943, 2.59918)
N (6.29344, 2.13843, 0.50018)
C (5.93044, 1.78343, -0.82682)
C (5.93844, 0.38743, -0.81782)
C (6.24444, -0.11557, 0.62218)
C (6.49144, 0.95743, 1.37318)
H (6.22044, 3.12343, 0.91018)
H (5.65044, 2.52343, -1.71182)
H (5.70844, 0.03543, -1.83082)
H (6.50944, -1.16457, 0.98918)
H (6.81644, 1.06543, 2.44918)


energy of number 2 (C42H61N10O2)? -63515.044 eV